Formula: C6H7N2O4
Source: the OMol25 dataset
Level of theory: ωB97M-V with the def2-TZVPD basis set

```
! RIJCOSX wB97M-V def2-TZVPD def2/J DEFGRID3
* xyz -1 1
C -2.07214 0.52237 -0.53799
C 2.24139 0.97786 -0.99358
C 0.05777 -0.93810 1.21745
C 1.02899 -0.96726 0.00767
C -1.42672 -1.03582 0.63776
C -2.31254 0.21837 0.88391
N -1.74601 -0.78293 -0.76197
N 1.05249 0.43004 -0.56036
O 2.17857 2.21031 -1.51488
O -2.34965 1.53253 -1.17321
O 3.32171 0.38793 -0.82154
O -3.14584 0.42225 1.78073
H 0.26383 -1.64574 1.94823
H 0.23902 0.04359 1.68259
H 2.09969 -1.24141 0.20607
H 0.57924 -1.55770 -0.85722
H -1.66183 -2.12013 0.83692
H 0.14985 0.75248 -0.77093
H 1.50217 2.79133 -1.20964
*
```

Summary:
Energy above the lowest of the compared OMol25 structures with the same formula, charge and spin, eV: 1.610
HOMO, eV: -4.69
HOMO-LUMO gap, hartree: 0.294
SMILES string: O=C(O)NCC[C@@H]1N=C([O-])C1=O

***

Formula: C10H25F6NO9S2V
Source: the OMol25 dataset
Level of theory: ωB97M-V with the def2-TZVPD basis set

```
! RIJCOSX wB97M-V def2-TZVPD def2/J DEFGRID3
* xyz -1 5
V 2.03613 1.08161 -0.75790
C 1.72779 0.50179 -5.00054
F 1.31868 -0.33498 -5.94667
F 2.67775 -0.15459 -4.35504
F 2.19880 1.61217 -5.56388
S 0.26390 0.85712 -3.73892
O -0.83269 1.48351 -4.48062
O -0.12192 -0.45320 -3.22125
N 1.08724 1.84279 -2.50294
S 0.62077 3.26534 -2.87161
O 1.53815 4.17528 -2.14595
O 0.55901 3.68882 -4.26728
C -1.19011 3.45666 -2.11757
F -1.76232 4.46399 -2.73150
F -1.92538 2.36930 -2.25848
F -1.09087 3.70010 -0.81794
O 0.49472 -0.15541 -0.05073
H -0.17320 -0.20260 -0.76219
C -1.73058 -4.65986 -0.62448
C -1.57791 -3.13782 -0.71040
O -0.22386 -2.76215 -0.77600
H -1.22520 -5.13668 -1.46432
H -2.76090 -5.00801 -0.55153
H -1.15068 -5.10036 0.18656
H -2.04169 -2.63198 0.13645
H -2.07451 -2.74862 -1.59922
H -0.02559 -1.89694 -0.41036
C 0.31571 -1.30755 4.11105
C 0.28412 -2.19847 2.88520
O 1.32678 -1.68266 2.07828
H 0.03380 -0.31423 3.76185
H 1.30489 -1.25492 4.56587
H -0.41015 -1.51560 4.89715
H -0.65730 -2.16838 2.33664
H 0.51434 -3.23897 3.11428
H 0.93768 -1.26527 1.30627
C -3.59381 1.36019 0.75022
C -2.59627 0.32217 0.30102
O -1.67861 0.07710 1.36759
H -3.26421 2.39440 0.84951
H -4.04247 1.07919 1.70303
H -4.37626 1.40148 -0.00751
H -2.20375 0.61047 -0.67412
H -3.04458 -0.61662 -0.02424
H -0.79608 0.00429 0.99685
C 2.52743 1.41959 3.47557
C 3.66479 1.23817 2.39909
O 3.11555 0.53145 1.34192
H 1.55322 1.72838 3.09653
H 2.92124 2.15839 4.17356
H 2.33324 0.47222 3.97845
H 4.48633 0.68455 2.85371
H 4.11044 2.18362 2.08987
H 2.61831 -0.21851 1.67646
*
```

Summary:
Energy above the lowest of the compared OMol25 structures with the same formula, charge and spin, eV: 0.141
HOMO (alpha / beta), eV: -3.12 / -7.08
<S²>: 6.00
HOMO-LUMO gap (alpha / beta), hartree: 0.215 / 0.353

***

Formula: C26H42N4O5S
Source: the OMol25 dataset
Level of theory: ωB97M-V with the def2-TZVPD basis set

```
! RIJCOSX wB97M-V def2-TZVPD def2/J DEFGRID3
* xyz 0 1
C -0.58482 3.97590 1.66236
C 0.41468 3.50461 0.61311
C 1.21590 2.30056 1.10258
H 0.53359 1.57762 1.55179
C 1.97924 1.62968 -0.04884
N 2.88461 0.55760 0.32043
C 2.23130 -0.63017 0.85431
H 1.15350 -0.47390 0.95057
C 2.47220 -1.84709 -0.05285
N 1.85816 -1.66360 -1.34797
C 0.78841 -2.36816 -1.74521
O 0.32322 -3.30773 -1.13291
C 0.18474 -1.92953 -3.08552
N 0.16993 -0.49790 -3.31318
C 0.87929 0.01240 -4.35866
O 1.57368 -0.66804 -5.08051
C 0.77848 1.52329 -4.51445
H 0.95736 1.78440 -5.55903
O -0.47779 2.06676 -4.16915
C -0.98230 1.60544 -2.99277
C -1.85639 2.41024 -2.27449
C -2.33837 1.98821 -1.04551
C -1.94891 0.75669 -0.56125
C -1.13570 -0.08649 -1.29267
C -0.64182 0.32597 -2.52133
H -0.89989 -1.04794 -0.87163
S -2.34875 0.19904 1.09004
O -3.24524 1.14706 1.69304
O -1.10432 -0.05895 1.75889
N -3.05605 -1.26658 0.73768
C -2.77923 -2.35769 1.64947
C -3.66705 -2.29154 2.88984
H -3.45938 -3.14680 3.53498
H -3.42913 -1.37713 3.43846
C -5.14345 -2.27260 2.48640
C -6.04641 -2.18403 3.71274
H -5.87646 -3.03053 4.37414
H -5.84337 -1.26940 4.26499
H -7.09331 -2.18211 3.41781
C -5.38383 -1.09004 1.54484
C -4.44387 -1.16398 0.34186
H -4.67778 -2.03915 -0.27419
H -4.53448 -0.26637 -0.27412
H -6.41856 -1.08402 1.19736
H -5.18939 -0.15684 2.07582
H -5.36848 -3.20171 1.94782
H -2.93880 -3.29355 1.10458
H -1.72579 -2.27991 1.91838
H -2.98525 2.61000 -0.44858
H -2.12371 3.37048 -2.68486
H 1.56959 1.98072 -3.89702
H -0.83283 -2.32767 -3.13683
H 0.77871 -2.36749 -3.89474
H 2.18190 -0.87444 -1.88457
H 3.54256 -2.01171 -0.19307
H 2.02034 -2.73706 0.38931
H 2.61552 -0.86710 1.85210
C 4.02718 1.00090 1.10096
H 3.79539 1.04728 2.17800
C 5.24389 0.09586 0.89714
H 6.05179 0.45298 1.53974
C 5.71230 0.08919 -0.55560
C 6.84321 -0.90532 -0.78488
H 7.16592 -0.88693 -1.82320
H 6.51995 -1.91624 -0.54503
H 7.69754 -0.66375 -0.15601
H 4.86525 -0.15927 -1.19679
H 6.04929 1.09178 -0.82799
H 5.00138 -0.92090 1.20975
H 4.28822 2.00929 0.77073
H 1.24879 1.22313 -0.75619
H 2.57091 2.38501 -0.57881
H 1.92152 2.62287 1.87052
H 1.09716 4.32069 0.35978
H -0.12487 3.23059 -0.29669
H -1.29432 3.18224 1.88811
H -0.07094 4.24927 2.58119
H -1.13556 4.84360 1.30548
*
```

Summary:
Energy above the lowest of the compared OMol25 structures with the same formula, charge and spin, eV: 0.114
HOMO, eV: -8.28
HOMO-LUMO gap, hartree: 0.322
SMILES string: CCCCN(CCCC)CCNC(=O)CN1C(=O)COc2ccc(S(=O)(=O)N3CCC(C)CC3)cc21

***

Formula: C6H3O5Rb
Source: the OMol25 dataset
Level of theory: ωB97M-V with the def2-TZVPD basis set

```
! RIJCOSX wB97M-V def2-TZVPD def2/J DEFGRID3
* xyz 2 1
C 1.43713 0.68052 -0.21909
C 0.78419 0.41785 1.03966
O 2.02987 -0.66229 2.94283
C 1.48896 -0.19582 2.08007
O 0.65015 0.67354 -1.21196
H 2.48451 0.98634 -0.31319
Rb 1.70028 0.65480 -5.20546
H -0.44280 1.18930 1.66447
O -1.69524 -0.61115 -1.02453
C -1.78793 -1.55100 -0.03783
C -1.04814 0.49603 -0.55852
O -2.25471 -2.62990 -0.17714
O -1.16093 -1.09078 1.05859
C -0.68784 0.20170 0.82708
H -1.49752 1.44083 -0.86497
*
```

Summary:
Energy above the lowest of the compared OMol25 structures with the same formula, charge and spin, eV: 1.747
HOMO, eV: -17.07
HOMO-LUMO gap, hartree: 0.326

***

Formula: C13H34BFN4O4Sb
Source: the OMol25 dataset
Level of theory: ωB97M-V with the def2-TZVPD basis set

```
! RIJCOSX wB97M-V def2-TZVPD def2/J DEFGRID3
* xyz -1 1
C -3.25781 -0.92195 -0.85433
B -1.73979 -1.27775 -1.41083
O -1.79852 -2.07648 -2.63794
Sb 0.14746 -0.55496 -0.42935
C 1.12953 -0.11781 -2.37299
N 0.25576 -0.05472 -3.58042
C 1.14420 -2.55141 -0.50151
C 0.23986 -3.81034 -0.83223
O -0.79572 -4.07983 0.17296
C -0.83840 1.44072 -0.30391
C -1.17613 2.16387 -1.68574
C 0.01415 3.14778 -2.19671
C -0.32451 4.61825 -1.62846
O -1.21382 5.35263 -2.06789
O 0.49699 5.11239 -0.56814
C 1.95074 0.43491 0.49645
C 2.79395 -0.46088 1.49511
C 4.11771 0.40477 1.87391
F 2.17761 -0.75068 2.75781
C -0.67905 -1.20494 1.51217
C -1.05260 -0.16138 2.61939
N -0.19744 1.04030 2.80874
N -0.96759 -0.92089 3.94447
N -2.48270 0.32841 2.62216
H -3.42120 0.21711 -0.82954
H -3.48575 -1.40075 0.14765
H -4.07227 -1.30770 -1.57572
H -2.52401 -1.75741 -3.20910
H 1.70128 0.88158 -2.32176
H 1.95347 -0.89620 -2.59829
H 0.22737 -0.93588 -4.10140
H 0.52799 0.72441 -4.19678
H 1.55171 -2.77515 0.55415
H 2.05927 -2.60111 -1.18342
H -0.13157 -3.89805 -1.89920
H 0.94838 -4.72040 -0.71209
H -1.41054 -4.75099 -0.18178
H -1.83932 1.35627 0.25713
H -0.23598 2.20012 0.31743
H -1.58368 1.50089 -2.50835
H -2.03804 2.89356 -1.44944
H 1.02140 2.88546 -1.74869
H -0.02204 3.13618 -3.32792
H 1.12535 4.39685 -0.31780
H 2.69119 0.74325 -0.33318
H 1.70177 1.40608 1.03256
H 3.23031 -1.40488 1.01003
H 4.69451 -0.24297 2.63142
H 3.84142 1.38145 2.38821
H 4.80773 0.53601 0.98157
H 0.04718 -1.96701 1.97330
H -1.61500 -1.83079 1.28076
H 0.46992 0.92487 3.59055
H -0.83934 1.77433 3.16204
H -1.38192 -0.35702 4.69908
H 0.01250 -1.10553 4.18457
H -2.94348 0.11764 1.73106
H -3.01249 -0.22420 3.32022
*
```

Summary:
HOMO, eV: -3.54
HOMO-LUMO gap, hartree: 0.234

***

Formula: C4H6N2O
Source: the OMol25 dataset
Level of theory: ωB97M-V with the def2-TZVPD basis set

```
! RIJCOSX wB97M-V def2-TZVPD def2/J DEFGRID3
* xyz 0 1
C -2.41112 -1.28200 0.09072
O -1.57358 -2.09884 0.38050
C 0.73592 1.75019 -0.00540
N 1.61319 1.49697 -0.96634
N 1.85487 0.18371 -0.85080
C 1.15862 -0.40689 0.14673
C 0.41152 0.59043 0.73166
H -3.48255 -1.55100 0.00208
H -2.15525 -0.22160 -0.09836
H 0.36264 2.75827 0.12292
H 2.51030 -0.24568 -1.48364
H 1.23186 -1.46464 0.35458
H -0.25641 0.49109 1.57537
*
```

Summary:
Energy above the lowest of the compared OMol25 structures with the same formula, charge and spin, eV: 2.026
HOMO, eV: -9.36
HOMO-LUMO gap, hartree: 0.373
SMILES string: c1cn[nH]c1.C=O

***

Formula: C5H8O
Source: the OMol25 dataset
Level of theory: ωB97M-V with the def2-TZVPD basis set

```
! RIJCOSX wB97M-V def2-TZVPD def2/J DEFGRID3
* xyz 0 1
O 0.55466 -0.40956 -2.01379
C 0.86883 -0.38020 -0.64371
C 0.84289 0.99115 0.08881
C -0.22076 0.44593 1.04366
C -1.41340 -0.13803 0.35279
C -0.13918 -0.92263 0.36743
H -0.39104 -0.24267 -2.11605
H 1.83601 -0.88023 -0.55544
H 0.62939 1.86673 -0.53386
H 1.78317 1.16351 0.62311
H -0.25012 0.68283 2.10284
H -1.84147 0.29362 -0.55290
H -2.16513 -0.56276 1.01638
H -0.09383 -1.90770 0.82073
*
```

Summary:
Energy above the lowest of the compared OMol25 structures with the same formula, charge and spin, eV: 1.913
HOMO, eV: -9.88
HOMO-LUMO gap, hartree: 0.402
SMILES string: O[C@H]1C[C@H]2C[C@H]21

***

The total energy results, record by record, are as follows: -643.3355; -3467.4557; -2009.3793; -630.0074; -1400.5157; -340.7204; -270.4876 a.u..